Molecular formula: C9H17F3N3O6PS
Method: DFT, the ωB97M-V functional and the def2-TZVPD basis

CARTESIAN COORDINATES (ANGSTROEM)
C (1.613, 0.340, 1.985)
C (2.060, 1.652, 2.488)
O (2.021, 2.007, 3.641)
O (2.545, 2.557, 1.525)
C (1.652, 3.120, 0.623)
O (1.868, 3.099, -0.559)
C (0.395, 3.768, 1.199)
N (-0.617, 2.762, 1.566)
C (-1.243, 2.069, 0.572)
N (-0.984, 2.233, -0.781)
N (-2.202, 1.190, 0.859)
S (-2.674, 0.849, 2.478)
P (-3.142, 0.274, -0.361)
O (-4.533, 0.202, 0.117)
H (0.909, -0.068, 2.705)
H (2.480, -0.322, 1.981)
H (1.235, 0.345, 0.980)
H (0.001, 4.479, 0.484)
H (0.646, 4.328, 2.095)
H (-0.312, 2.191, 2.348)
H (-0.836, 3.200, -1.047)
H (-0.181, 1.690, -1.097)
H (-1.623, 0.071, 2.755)
H (-2.954, 0.987, -1.526)
H (-2.424, -0.916, -0.406)
C (1.800, -3.593, -2.506)
C (0.329, -3.999, -2.488)
O (-0.370, -3.756, -1.287)
C (-0.906, -2.418, -1.081)
O (-1.531, -1.854, -2.050)
C (0.216, -1.468, -0.575)
F (1.108, -1.995, 0.312)
F (-0.407, -0.448, 0.159)
F (0.941, -0.835, -1.489)
H (2.278, -3.847, -1.559)
H (2.315, -4.118, -3.312)
H (1.933, -2.527, -2.681)
H (0.286, -5.085, -2.608)
H (-0.211, -3.565, -3.335)
H (-1.483, -2.598, -0.123)

Properties
DFT total energy (hartree): -2007.9038
E_LUMO (eV): -1.270
HOMO-LUMO gap (eV): 6.4483

---

Molecular formula: C9H17INO11S2
Method: DFT, the ωB97M-V functional and the def2-TZVPD basis

CARTESIAN COORDINATES (ANGSTROEM)
C (4.015, -0.332, -1.249)
C (2.557, -0.401, -0.504)
C (1.383, -1.180, -1.380)
I (1.758, -3.321, -1.639)
N (0.071, -0.889, -0.676)
O (-0.324, -1.895, 0.122)
C (-1.012, -0.424, -1.624)
C (-2.181, 0.284, -0.674)
O (-1.960, 1.380, 0.076)
O (-3.572, -0.257, -0.639)
H (4.010, 0.447, -2.153)
H (4.464, -1.374, -1.536)
H (4.771, 0.140, -0.455)
H (2.093, 0.665, -0.245)
H (2.642, -1.005, 0.514)
H (1.337, -0.693, -2.444)
H (-0.923, -2.541, -0.360)
H (-0.635, 0.375, -2.417)
H (-1.519, -1.364, -2.136)
C (3.728, 3.989, 1.375)
C (4.885, 4.821, 0.827)
O (5.004, 4.439, -0.541)
S (3.527, 4.054, -1.115)
O (2.998, 5.207, -1.809)
O (3.596, 2.739, -1.710)
O (2.767, 3.933, 0.323)
H (4.049, 2.967, 1.598)
H (3.287, 4.435, 2.271)
H (5.820, 4.638, 1.362)
H (4.651, 5.891, 0.859)
C (-6.236, -3.223, 0.526)
C (-5.424, -2.080, 1.128)
O (-5.214, -2.448, 2.489)
S (-5.112, -4.073, 2.589)
O (-3.712, -4.437, 2.603)
O (-6.053, -4.529, 3.585)
O (-5.712, -4.413, 1.112)
H (-7.292, -3.144, 0.801)
H (-6.147, -3.264, -0.563)
H (-5.943, -1.121, 1.063)
H (-4.444, -1.996, 0.646)

Properties
DFT total energy (hartree): -2329.4288
E_LUMO (eV): 2.064
Total charge: -1
HOMO-LUMO gap (eV): 6.5182

---

Molecular formula: C9H17Li3O9P
Method: DFT, the ωB97M-V functional and the def2-TZVPD basis

CARTESIAN COORDINATES (ANGSTROEM)
Li (1.852, 2.210, 2.155)
Li (-1.144, 3.114, 1.791)
Li (0.114, 0.974, 0.142)
P (0.780, 3.404, 0.231)
O (1.708, 2.177, 0.113)
O (1.050, 4.624, -0.670)
O (0.717, 3.750, 1.724)
O (-0.643, 2.932, -0.132)
O (-0.940, -0.009, 4.071)
C (-0.209, 0.575, 3.108)
O (-0.672, 1.027, 2.068)
O (0.991, 0.800, 3.336)
H (-0.216, -0.084, 4.697)
C (2.276, -2.701, 1.128)
C (3.170, -1.955, 0.141)
C (2.499, -0.607, 0.091)
O (1.148, -0.846, 0.269)
C (0.885, -2.153, 0.723)
H (2.467, -2.440, 2.169)
H (2.273, -3.791, 1.131)
H (3.290, -2.411, -0.842)
H (4.177, -1.780, 0.521)
H (2.764, -0.090, -0.831)
H (2.830, 0.005, 0.930)
H (0.462, -2.746, -0.087)
H (0.206, -2.115, 1.575)
C (-2.478, 0.246, -3.281)
C (-3.040, -1.013, -2.565)
C (-2.290, -0.972, -1.229)
O (-1.455, 0.135, -1.244)
C (-1.963, 1.076, -2.150)
H (-3.205, 0.789, -3.885)
H (-1.759, -0.095, -4.027)
H (-2.717, -1.905, -3.103)
H (-4.118, -0.868, -2.511)
H (-1.753, -1.861, -0.898)
H (-3.080, -0.895, -0.481)
H (-1.217, 1.812, -2.449)
H (-2.759, 1.689, -1.727)

Properties
DFT total energy (hartree): -1394.6743
E_LUMO (eV): 2.403
Total charge: -1
HOMO-LUMO gap (eV): 5.6061

---

Molecular formula: C9H17N2
Method: DFT, the ωB97M-V functional and the def2-TZVPD basis

CARTESIAN COORDINATES (ANGSTROEM)
C (-3.463, 0.081, -0.483)
C (-2.025, 0.127, -0.120)
C (-1.618, 1.309, 0.636)
C (-1.345, -1.037, -0.249)
C (-0.023, -1.274, 0.174)
C (0.494, -3.028, 0.180)
N (0.914, -0.498, 0.594)
C (2.279, -0.647, 0.975)
C (1.652, 0.704, 0.936)
C (2.163, 1.782, -0.013)
N (2.328, 1.280, -1.485)
H (-3.831, -0.656, -1.112)
H (-4.054, -0.164, 0.407)
H (-3.852, 1.061, -1.023)
H (-0.657, 1.556, 0.245)
H (-2.284, 2.122, 0.305)
H (-1.538, 0.963, 1.754)
H (-1.841, -1.821, -0.849)
H (-0.279, -3.514, -0.461)
H (0.514, -3.313, 1.230)
H (1.548, -3.019, -0.242)
H (2.938, -0.857, 0.127)
H (2.586, -1.038, 1.868)
H (1.042, 1.095, 1.788)
H (1.471, 2.598, 0.103)
H (3.208, 2.049, 0.275)
H (1.486, 1.437, -2.108)
H (3.107, 1.715, -1.892)

Properties
DFT total energy (hartree): -462.2588
E_LUMO (eV): -4.146
Total charge: +1
HOMO-LUMO gap (eV): 9.0632
SMILES string: CC(C)=C/C(C)=[N+]1/C[C@H]1CN

---

Molecular formula: C9H17N2O2
Method: DFT, the ωB97M-V functional and the def2-TZVPD basis

CARTESIAN COORDINATES (ANGSTROEM)
C (-1.455, -0.176, 1.006)
C (-2.027, 0.832, 0.177)
C (-1.641, -1.375, 0.335)
C (-2.455, 2.188, 0.523)
C (-1.347, -2.787, 0.737)
C (2.794, 1.181, -0.831)
C (1.830, -0.014, 1.051)
C (0.486, 0.537, -1.031)
C (1.848, 0.028, -0.561)
N (-2.355, 0.195, -0.943)
N (2.138, -1.359, -1.077)
O (-2.032, -1.093, -0.886)
O (-0.178, 0.025, -1.907)
H (-2.110, 2.481, 1.450)
H (-2.198, 2.972, -0.223)
H (-3.579, 2.202, 0.568)
H (-1.040, -2.775, 1.722)
H (-2.216, -3.423, 0.708)
H (-0.677, -3.252, 0.033)
H (3.756, 0.926, -0.563)
H (2.840, 1.510, -1.852)
H (2.309, 2.059, -0.349)
H (2.828, 0.133, 1.527)
H (1.262, -0.811, 1.436)
H (1.396, 0.834, 1.612)
H (0.143, 1.468, -0.544)
H (2.739, -1.226, -1.873)
H (-1.291, -0.047, 2.038)
H (2.799, -1.848, -0.503)
H (-2.566, 0.617, -1.779)

Properties
DFT total energy (hartree): -612.7736
E_LUMO (eV): -3.756
Total charge: +1
HOMO-LUMO gap (eV): 9.1588

---

Molecular formula: C9H17N2O2
Method: DFT, the ωB97M-V functional and the def2-TZVPD basis

CARTESIAN COORDINATES (ANGSTROEM)
C (-0.068, -2.573, -2.763)
O (0.100, -1.966, -1.485)
C (0.855, -0.896, -1.344)
C (1.779, -0.412, -2.401)
C (1.204, -0.571, 0.143)
O (2.058, -1.094, 0.792)
N (0.374, 0.460, 0.421)
C (-0.445, 0.726, -0.718)
N (-1.808, 0.507, -0.159)
C (-1.724, 1.107, 1.209)
C (-0.251, 0.885, 1.676)
C (0.377, 2.182, 2.178)
C (-0.155, -0.214, 2.728)
H (-0.869, -3.298, -2.642)
H (0.845, -3.091, -3.062)
H (-0.343, -1.837, -3.520)
H (2.313, 0.468, -2.057)
H (1.253, -0.177, -3.325)
H (2.508, -1.195, -2.622)
H (-0.345, 1.723, -1.138)
H (-1.966, -0.506, -0.084)
H (-2.554, 0.915, -0.726)
H (-2.440, 0.643, 1.885)
H (-1.938, 2.173, 1.130)
H (0.368, 2.945, 1.404)
H (1.409, 2.001, 2.462)
H (-0.160, 2.552, 3.045)
H (-0.618, -1.136, 2.381)
H (-0.643, 0.106, 3.644)
H (0.887, -0.426, 2.949)

Properties
DFT total energy (hartree): -612.8160
E_LUMO (eV): -3.015
Total charge: +1
HOMO-LUMO gap (eV): 9.5048
SMILES string: CO/C(C)=C(\[O-])[N+]1=C[NH2+]CC1(C)C

---

Molecular formula: C9H17N2O2
Method: DFT, the ωB97M-V functional and the def2-TZVPD basis

CARTESIAN COORDINATES (ANGSTROEM)
C (-0.066, -3.300, 0.241)
C (-0.909, -2.439, 0.511)
C (2.559, -0.171, -0.246)
C (3.719, -0.967, 0.309)
C (-2.508, -0.536, -1.342)
C (-2.968, 0.677, 0.578)
C (-0.052, 1.564, 0.650)
C (1.336, 1.998, -0.013)
C (-0.731, 0.717, -0.390)
N (2.335, 0.998, 0.416)
N (-2.044, -0.016, -0.172)
O (1.885, -0.458, -1.231)
O (-1.670, -1.438, 0.786)
H (0.508, -4.112, 0.012)
H (4.336, -1.286, -0.588)
H (4.411, -0.483, 1.002)
H (3.200, -1.878, 0.792)
H (-1.765, -1.136, -1.719)
H (-3.289, -1.281, -1.034)
H (-2.970, 0.115, -2.071)
H (-3.537, 1.400, -0.003)
H (-3.705, 0.020, 1.037)
H (-2.622, 1.175, 1.435)
H (-0.438, 2.434, 1.097)
H (0.296, 0.956, 1.461)
H (1.118, 1.897, -1.072)
H (1.772, 2.936, 0.208)
H (-0.858, 1.368, -1.217)
H (-0.069, 0.026, -0.810)
H (2.725, 1.220, 1.373)

Properties
DFT total energy (hartree): -612.6539
E_LUMO (spin up / spin down) (eV): -5.912 / -6.170
Total charge: +1
HOMO-LUMO gap (spin up / spin down) (eV): 6.9134 / 6.6550